(1)
# C36H68AlBrCl4F5LiN6O9S2V

A molecular structure, C36H68AlBrCl4F5LiN6O9S2V at a distorted geometry (wB97M-V/def2-TZVPD, the OMol25 dataset).

XYZ file:
```
134
Properties=species:S:1:pos:R:3
C -4.169 2.862 0.448
C -5.137 2.292 0.011
C -6.218 1.443 -0.431
N -5.865 0.633 -1.605
C -5.245 -0.526 -1.266
N -5.553 -1.693 -1.989
O -4.689 -1.792 -3.090
C -4.561 -3.126 -3.554
C -3.217 -3.231 -4.282
C -3.162 -2.105 -5.315
C -2.125 -3.158 -3.183
C -0.720 -2.710 -3.637
C -0.222 -3.380 -4.944
C -0.575 -1.158 -3.649
N -4.407 -0.622 -0.302
C -3.776 -1.860 0.174
C -2.451 -1.547 0.901
C -1.294 -2.438 0.400
S 0.243 -1.482 0.471
C 1.483 -2.278 -0.477
S 1.510 -3.904 -0.626
N 2.430 -1.399 -1.026
C 3.701 -1.451 -0.283
C 4.675 -0.471 -1.021
O 4.005 0.329 -1.964
C 3.387 -0.430 -2.983
C 2.793 -1.730 -2.402
C -5.227 1.434 -2.655
Br -6.143 0.962 -4.366
C -3.729 1.240 -2.838
C -3.163 2.462 -3.612
H -3.240 3.274 0.721
H -6.588 0.836 0.396
H -7.047 2.091 -0.715
H -6.528 -1.678 -2.274
H -4.685 -3.873 -2.769
H -5.335 -3.296 -4.313
H -3.122 -4.200 -4.768
H -4.095 -2.022 -5.871
H -2.941 -1.131 -4.894
H -2.391 -2.292 -6.060
H -2.463 -2.421 -2.456
H -2.031 -4.160 -2.759
H -0.038 -3.041 -2.853
H -0.091 -2.606 -5.697
H 0.779 -3.772 -4.764
H -0.853 -4.197 -5.283
H -1.524 -0.743 -3.314
H -0.334 -0.774 -4.636
H 0.144 -0.825 -2.905
H -4.149 0.233 0.207
H -3.647 -2.597 -0.605
H -4.443 -2.265 0.937
H -2.519 -1.703 1.972
H -2.180 -0.506 0.708
H -1.433 -2.806 -0.615
H -1.232 -3.322 1.033
H 3.587 -1.188 0.766
H 4.131 -2.457 -0.367
H 5.068 0.212 -0.276
H 5.490 -1.029 -1.488
H 4.078 -0.641 -3.802
H 2.557 0.182 -3.333
H 3.588 -2.487 -2.431
H 1.981 -2.128 -3.000
H -5.418 2.497 -2.527
H -3.482 0.363 -3.428
H -3.208 1.142 -1.888
H -2.709 2.093 -4.533
H -2.352 2.940 -3.075
H -3.936 3.160 -3.917
C 5.066 1.039 2.127
C 4.714 2.105 1.093
C 5.902 2.524 0.217
O 6.821 3.399 0.851
C 7.782 2.764 1.670
N 4.100 3.247 1.789
H 5.632 1.445 2.967
H 4.157 0.594 2.539
H 5.653 0.236 1.679
H 3.963 1.674 0.424
H 5.510 3.085 -0.633
H 6.422 1.656 -0.198
H 8.082 1.796 1.267
H 7.403 2.650 2.693
H 8.659 3.408 1.711
H 3.777 3.921 1.100
H 4.851 3.738 2.270
F 5.218 1.492 -5.164
Al 6.147 2.268 -3.986
F 7.333 3.271 -4.736
F 6.887 1.119 -3.011
F 5.133 3.306 -3.026
C 1.045 -2.787 3.860
C 2.298 -2.030 4.357
C 1.849 -0.738 5.085
O 3.020 -1.670 3.289
H 0.456 -2.174 3.179
H 1.328 -3.704 3.341
H 0.396 -3.072 4.697
H 2.773 -2.674 5.121
H 1.277 -0.079 4.432
H 2.713 -0.187 5.455
H 1.218 -0.984 5.945
Li 6.827 4.584 -2.755
O 5.506 4.379 -8.192
V 7.134 4.005 -8.229
O 8.769 3.703 -8.405
C 4.453 3.584 5.234
C 4.003 2.876 6.425
N 3.581 2.296 7.325
H 4.358 2.922 4.375
H 3.837 4.465 5.067
H 5.492 3.891 5.342
F -6.366 4.099 -0.764
Cl 8.580 3.049 -1.332
C -8.019 -2.517 2.273
C -7.429 -2.077 3.592
C -8.089 -0.871 4.211
O -7.031 -0.333 5.012
C -5.860 -0.690 4.423
O -4.796 -0.271 4.723
O -6.081 -1.603 3.432
H -7.329 -3.178 1.747
H -8.959 -3.045 2.429
H -8.207 -1.663 1.620
H -7.402 -2.920 4.289
H -8.950 -1.122 4.826
H -8.379 -0.117 3.475
C 2.602 3.895 10.216
Cl 2.128 3.141 11.743
Cl 1.210 4.634 9.426
Cl 3.876 5.090 10.483
H 2.991 3.125 9.560
```

Computed properties:
- electronic energy (eV) = -253677.64387
- net charge = -1

***

(2)
# C36H69GaN2O14PS5

A molecular structure, C36H69GaN2O14PS5 at a distorted geometry (wB97M-V/def2-TZVPD, the OMol25 dataset).

XYZ file:
```
128
Properties=species:S:1:pos:R:3
C -1.496 -3.027 1.077
C -0.372 -2.017 1.434
O -0.332 -1.919 2.869
C 0.165 -0.670 3.272
O 1.361 -0.524 3.324
C -0.874 0.384 3.641
C -0.281 1.825 3.745
C 0.502 2.257 2.459
Ga -0.261 3.865 1.441
C -2.021 3.486 0.448
C -3.086 2.695 1.268
C -3.662 3.468 2.482
N -4.882 2.810 3.019
C -6.114 3.545 2.665
C -7.156 2.649 1.991
C -7.484 1.383 2.541
C -8.415 0.506 1.955
C -9.030 0.915 0.743
C -8.724 2.168 0.193
C -7.794 3.055 0.795
O -7.592 4.247 0.156
P 1.353 4.376 -0.256
N 0.531 4.806 -1.767
O 2.123 2.901 -0.624
H -1.266 -3.558 0.131
H -1.524 -3.818 1.855
H -2.494 -2.556 1.051
H -0.622 -1.052 0.954
H 0.615 -2.441 1.086
H -1.769 0.327 2.995
H -1.226 0.122 4.667
H 0.462 1.763 4.573
H -1.035 2.561 4.076
H 0.636 1.429 1.729
H 1.529 2.531 2.778
H -0.425 5.206 2.307
H -1.790 2.979 -0.512
H -2.460 4.466 0.201
H -2.663 1.713 1.562
H -3.944 2.470 0.579
H -2.894 3.413 3.285
H -3.795 4.536 2.251
H -4.914 1.905 2.550
H -6.536 3.969 3.605
H -5.872 4.410 2.022
H -6.986 1.049 3.465
H -8.690 -0.465 2.381
H -9.761 0.297 0.204
H -9.228 2.486 -0.728
H -6.968 4.811 0.642
H -0.354 5.277 -1.579
H 0.278 3.959 -2.286
H 2.466 2.494 0.181
C 4.801 -3.660 -2.081
C 4.624 -2.414 -1.200
C 3.127 -2.081 -1.169
S 2.269 -3.637 -1.416
O 1.567 -3.583 -2.676
O 1.612 -4.019 -0.184
C 3.730 -4.641 -1.626
H 5.794 -4.083 -1.986
H 4.645 -3.395 -3.125
H 4.974 -2.632 -0.188
H 5.205 -1.570 -1.573
H 2.826 -1.652 -0.214
H 2.847 -1.411 -1.981
H 3.535 -5.429 -2.349
H 3.978 -5.073 -0.655
C -5.082 8.953 -0.998
C -4.149 9.691 -0.030
C -4.028 8.834 1.235
S -4.285 7.136 0.715
O -5.508 6.649 1.317
O -3.047 6.413 0.813
C -4.610 7.503 -1.004
H -5.055 9.386 -1.998
H -6.112 9.009 -0.633
H -3.166 9.808 -0.492
H -4.520 10.689 0.206
H -3.044 8.921 1.692
H -4.799 9.082 1.963
H -5.352 6.809 -1.395
H -3.672 7.396 -1.548
C -0.482 -6.760 1.128
C -0.656 -8.167 1.710
C -0.807 -9.136 0.531
S 0.079 -8.392 -0.842
O -0.871 -8.058 -1.874
O 1.265 -9.169 -1.123
C 0.547 -6.895 0.013
H -0.158 -6.046 1.884
H -1.433 -6.409 0.718
H 0.230 -8.432 2.293
H -1.516 -8.225 2.377
H -0.376 -10.111 0.749
H -1.849 -9.249 0.235
H 0.543 -6.057 -0.677
H 1.549 -7.043 0.419
C 3.931 -6.151 -7.035
C 4.793 -7.358 -6.647
C 6.060 -6.820 -5.972
S 5.602 -5.252 -5.227
O 6.324 -4.196 -5.892
O 5.602 -5.384 -3.789
C 3.912 -5.243 -5.810
H 2.924 -6.448 -7.326
H 4.387 -5.628 -7.880
H 4.241 -7.988 -5.946
H 5.041 -7.972 -7.513
H 6.422 -7.492 -5.196
H 6.851 -6.628 -6.696
H 3.604 -4.223 -6.032
H 3.285 -5.660 -5.020
C 7.634 3.186 1.410
C 7.162 1.906 0.710
C 5.920 1.406 1.455
S 5.147 2.860 2.173
O 5.223 2.758 3.608
O 3.913 3.128 1.489
C 6.381 4.029 1.621
H 8.380 3.719 0.819
H 8.083 2.935 2.375
H 6.902 2.134 -0.327
H 7.943 1.144 0.691
H 5.213 0.920 0.785
H 6.184 0.731 2.268
H 6.506 4.811 2.368
H 6.032 4.460 0.682
```

Computed properties:
- electronic energy (eV) = -185935.52348
- net charge = -1

***

(3)
# C36H69N7O4

8 unconnected molecules or ions with the total composition C36H69N7O4 at a distorted geometry (wB97M-V/def2-TZVPD, the OMol25 dataset).

XYZ file:
```
116
Properties=species:S:1:pos:R:3
C -2.043 -4.846 5.018
O -3.235 -4.142 4.700
C -3.895 -4.549 3.530
C -5.081 -3.611 3.169
N -4.755 -2.159 3.513
H -4.729 -2.032 4.515
H -3.781 -1.936 3.363
C -5.748 -1.097 2.990
C -7.125 -0.951 3.698
O -7.728 -2.210 3.849
C -8.842 -2.138 4.733
H -1.786 -4.620 6.054
H -1.127 -4.655 4.459
H -2.147 -5.931 5.039
H -4.303 -5.559 3.548
H -3.178 -4.483 2.711
H -5.972 -3.883 3.735
H -5.424 -3.747 2.143
H -5.932 -1.334 1.943
H -5.192 -0.159 3.002
H -7.824 -0.303 3.169
H -7.002 -0.359 4.605
H -9.559 -1.380 4.417
H -8.529 -1.914 5.753
H -9.384 -3.084 4.730
C 0.463 -0.814 -1.131
C -0.293 -0.230 0.040
O -0.269 -0.792 1.135
O -1.084 0.683 -0.228
H -0.070 -1.642 -1.598
H 1.424 -1.120 -0.719
H 0.701 -0.071 -1.893
C 4.900 4.138 1.954
C 6.099 4.217 0.977
N 7.174 5.039 1.563
C 7.990 4.276 2.516
C 9.351 4.906 2.821
C 6.749 6.412 2.030
C 7.675 7.480 1.459
H 4.109 3.474 1.606
H 4.412 5.112 1.972
H 5.199 3.842 2.959
H 6.500 3.229 0.754
H 5.875 4.608 -0.015
H 7.465 4.281 3.471
H 8.048 3.216 2.270
H 9.875 4.292 3.554
H 10.029 5.138 1.999
H 9.176 5.748 3.491
H 6.662 6.430 3.116
H 5.752 6.588 1.626
H 7.707 7.448 0.370
H 8.706 7.309 1.767
H 7.311 8.426 1.861
C 2.893 -3.122 -12.247
C 2.336 -2.619 -10.879
N 3.007 -3.223 -9.749
C 2.804 -2.450 -8.503
C 1.346 -2.618 -8.022
C 2.940 -4.663 -9.563
C 3.674 -5.281 -8.349
H 2.485 -2.574 -13.096
H 2.762 -4.199 -12.347
H 3.982 -3.084 -12.288
H 2.564 -1.553 -10.865
H 1.252 -2.715 -10.938
H 3.406 -2.793 -7.662
H 3.117 -1.418 -8.660
H 0.509 -2.335 -8.660
H 1.090 -3.668 -7.883
H 1.160 -2.153 -7.054
H 3.380 -5.210 -10.397
H 1.889 -4.950 -9.553
H 3.275 -5.162 -7.342
H 4.660 -4.815 -8.333
H 3.729 -6.352 -8.546
N -1.030 4.147 4.604
C -1.725 5.327 4.857
C -1.186 6.062 5.892
C -0.055 5.283 6.238
C 0.046 4.142 5.497
H -1.167 3.505 3.837
H -2.573 5.465 4.202
H -1.464 7.031 6.279
H 0.590 5.574 7.054
H 0.663 3.258 5.551
N 3.613 -1.775 4.797
C 3.448 -2.050 6.124
C 4.697 -2.050 6.692
C 5.673 -1.712 5.719
C 4.973 -1.671 4.483
H 2.852 -1.782 4.133
H 2.443 -2.161 6.504
H 4.861 -2.219 7.746
H 6.724 -1.649 5.959
H 5.364 -1.526 3.487
N -5.032 -5.759 -2.499
C -4.183 -4.700 -2.727
C -4.958 -3.500 -2.597
C -6.284 -3.888 -2.493
C -6.325 -5.243 -2.429
H -4.796 -6.694 -2.197
H -3.145 -4.942 -2.901
H -4.660 -2.462 -2.608
H -7.095 -3.197 -2.316
H -7.133 -5.919 -2.190
N -5.503 4.475 -0.932
C -6.687 4.078 -1.524
C -7.556 5.162 -1.655
C -6.938 6.287 -1.110
C -5.640 5.848 -0.751
H -4.782 3.815 -0.679
H -6.898 3.058 -1.811
H -8.549 5.101 -2.076
H -7.325 7.293 -1.048
H -4.836 6.403 -0.291
```

Computed properties:
- electronic energy (eV) = -57063.75720